# 1
A 2-piece molecular cluster, C4H11NO overall. Source: OMol25; level of theory: ωB97M-V/def2-TZVPD.

Geometry as XYZ:
```
17
Properties=species:S:1:pos:R:3
C -1.248 -0.988 1.292
C -1.737 -0.868 -0.190
C -1.399 -1.657 -1.231
H -1.798 -0.140 1.862
H -0.145 -0.751 1.407
H -1.388 -1.967 1.750
H -2.596 -0.261 -0.325
H -1.406 -1.312 -2.175
H -1.056 -2.734 -0.994
N 0.588 0.970 -1.014
C 1.827 0.881 -0.284
O 1.710 1.354 1.228
H 0.274 1.895 -1.211
H -0.101 0.281 -0.949
H 2.663 1.461 -0.798
H 2.119 -0.219 -0.196
H 0.983 1.917 1.379
```

Energy above the lowest of the compared OMol25 structures with the same formula, charge and spin, kcal per mole: 52.6
LUMO (alpha / beta), eV: 4.1 / 3.9
Maximum force, eV/A: 5.290
Gap between HOMO and LUMO (alpha / beta), eV: 3.190 / 6.696
E_HOMO (alpha / beta), eV: 0.87 / -2.78
Multiplicity: 2
Molecular weight, g/mol: 89.14
Total charge: -1

Atom charges from the Mulliken analysis, given in e for atoms 1 to 8:
1. C -0.615
2. C -0.944
3. C -0.665
4. H 0.167
5. H 0.074
6. H 0.304
7. H 0.405
8. H 0.393

# 2
A 2-piece molecular cluster, C4H11NO overall. Source: OMol25; level of theory: ωB97M-V/def2-TZVPD.

Geometry as XYZ:
```
17
Properties=species:S:1:pos:R:3
C 1.344 1.066 2.363
C 1.135 0.023 1.519
N 0.103 -0.898 1.612
H 1.450 2.083 1.990
H 1.495 1.019 3.432
H 1.738 -0.084 0.616
H -0.686 -0.500 2.099
H -0.251 -1.179 0.704
C -0.219 1.055 -1.538
C -0.512 -0.326 -2.107
O -1.515 -1.006 -1.350
H 0.734 1.430 -1.919
H -0.963 1.819 -1.776
H -0.111 0.962 -0.460
H 0.426 -0.854 -1.924
H -0.751 -0.328 -3.170
H -2.079 -0.321 -0.971
```

Energy above the lowest of the compared OMol25 structures with the same formula, charge and spin, kcal per mole: 69.9
LUMO, eV: 0.8
Maximum force, eV/A: 1.610
Gap between HOMO and LUMO, eV: 8.354
E_HOMO, eV: -7.57
Molecular weight, g/mol: 89.14

Atom charges from the Mulliken analysis, given in e for atoms 1 to 8:
1. C -0.794
2. C -0.023
3. N -0.706
4. H 0.214
5. H 0.277
6. H 0.375
7. H 0.322
8. H 0.355

What is the formula in the second record? C4H11NO